This record from OMol25 describes C16H20BF10INO5STl as an isolated structure in a non-equilibrium geometry. The level of theory is wB97M-V/def2-TZVPD.

Output
Gap between HOMO and LUMO = 3.05 eV
Total energy = -80102.992 eV

```
! RIJCOSX wB97M-V def2-TZVPD def2/J DEFGRID3
* xyz 2 1
C 5.7747 0.2656 0.2459
C 4.2655 0.0202 0.3678
F 3.9957 -1.3100 0.1620
C 3.5024 0.8399 -0.6027
B 1.9117 1.2958 -0.0922
C 1.9537 2.6615 0.8647
C 3.2660 2.8769 1.5318
O 4.2266 3.3624 0.9928
I 3.4022 2.1851 3.5668
O 1.4879 0.1479 0.6761
C 0.5195 -0.5311 -0.0353
C 1.0537 -1.6812 -0.9032
C 0.9739 -3.0247 -0.2081
C 1.4309 -2.9632 1.2656
S 0.0415 -3.4687 2.2740
C -0.2005 0.6294 -0.7475
C -1.1159 0.3170 -1.8975
C -2.2035 -0.7081 -1.5516
C -3.6317 -0.1589 -1.5476
F -4.3454 -0.8090 -2.4922
F -3.6707 1.1554 -1.8388
C -4.2966 -0.3545 -0.1702
F -4.2343 -1.6665 0.1705
F -3.5335 0.3397 0.7164
C -5.7650 0.0834 -0.0525
F -5.8639 1.4073 -0.2735
F -6.4956 -0.5682 -0.9823
C -6.4042 -0.2304 1.3412
F -5.5734 0.1089 2.3360
F -6.7190 -1.5313 1.4262
F -7.5296 0.5043 1.4401
O -0.8296 1.3147 0.3100
N -1.6338 2.4338 -0.1620
O -1.0416 3.4196 -0.0846
O 0.9248 1.4163 -1.1327
H 6.0775 1.0937 0.8666
H 6.2414 -0.6255 0.6421
H 6.0969 0.3755 -0.7787
H 4.0037 0.2540 1.3985
H 4.0686 1.7514 -0.7742
H 3.4287 0.3233 -1.5515
H 1.6996 3.5787 0.3127
H 1.1804 2.4980 1.6020
H -0.2016 -0.9994 0.6548
H 2.0779 -1.4752 -1.1723
H 0.4976 -1.7407 -1.8267
H 1.5773 -3.7359 -0.7516
H -0.0437 -3.3801 -0.3029
H 1.8029 -1.9997 1.5670
H 2.2319 -3.6753 1.4085
H 0.0748 -2.5854 3.2867
H -0.4793 -0.1093 -2.6602
H -1.5007 1.2338 -2.3207
H -2.1708 -1.5044 -2.2761
H -1.9849 -1.1639 -0.5969
Tl 1.6789 4.1069 -1.6406
*
```


This record from OMol25 describes one molecule with the formula C4H12NO2P in a non-equilibrium geometry. The level of theory is wB97M-V/def2-TZVPD.

Output
Gap between HOMO and LUMO = 7.37 eV
Total energy = -19214.004 eV
SMILES string = CCCP(O)(O)=CN
ΔE to the lowest compared entry with this formula, charge and spin = 86.58 kcal/mol

```
! RIJCOSX wB97M-V def2-TZVPD def2/J DEFGRID3
* xyz 0 1
C -2.2518 0.7660 -0.7545
C -2.3069 -0.4983 0.1290
C -1.0304 -0.8102 0.9297
P 0.8822 -0.2713 0.0043
O 0.7530 -1.4981 -1.0389
O 1.7354 -0.8978 1.1758
C 2.3544 0.7012 -0.6124
N 2.9321 1.4275 0.3347
H -3.1569 0.8727 -1.3284
H -2.1707 1.5949 0.0253
H -1.2519 0.7862 -1.3540
H -2.5616 -1.3856 -0.4505
H -3.2357 -0.3640 0.8083
H -0.6760 -1.8134 1.0956
H -0.8742 -0.1272 1.6943
H 1.2890 -1.2158 -1.8009
H 1.8459 -1.7936 0.9227
H 1.9725 1.2874 -1.3939
H 2.5701 2.3801 0.5000
H 3.1813 0.8592 1.1140
*
```


This record from OMol25 describes a 2-piece molecular cluster, C28H53F3N3O8PS overall in a non-equilibrium geometry. The level of theory is wB97M-V/def2-TZVPD.

Output
Gap between HOMO and LUMO = 3.97 eV
Total energy = -79010.910 eV

```
! RIJCOSX wB97M-V def2-TZVPD def2/J DEFGRID3
* xyz 0 1
C 0.6982 -3.3458 5.3273
C 1.2243 -3.3188 4.0665
C 1.1831 -2.0560 3.2825
N 0.7821 -2.1900 1.8552
C -0.4213 -2.0656 1.4029
N -1.4474 -1.7601 2.3259
C -2.4732 -2.8278 2.3575
C -1.8299 -4.1307 2.8231
O -2.3523 -4.8270 3.6757
C -2.0015 -0.4456 1.9005
S -3.3005 0.0805 3.0500
O -2.9392 -0.4893 4.3180
O -4.6121 -0.3347 2.6433
C -3.1860 1.9458 3.3619
F -4.4189 2.4560 3.3914
F -2.3853 2.5644 2.4995
F -2.6559 2.0808 4.5894
C -2.4019 -0.4366 0.4123
P -3.3060 1.1159 -0.1538
C -5.1198 0.7191 -0.2460
C -5.9683 1.7559 0.5401
C -2.8235 1.2936 -1.9290
C -3.3831 0.1831 -2.8631
C -1.2129 -0.8466 -0.4402
C -0.0211 0.1031 -0.4225
O -0.2761 1.3044 0.2411
C 0.9436 2.0624 0.0861
O 0.8036 3.3265 0.6077
C 0.4992 4.2884 -0.3821
C 0.0909 5.5873 0.2806
O 0.0248 6.5827 -0.7304
N -0.7308 -2.1672 0.1009
O 0.3530 -2.6469 -0.6274
C -0.0153 -3.3376 -1.8361
C 0.8967 -2.7732 -2.9222
C 0.4115 -3.4182 -4.2368
C 2.3642 -3.1900 -2.6941
C 3.3634 -2.0239 -2.4828
C 3.4872 -1.6188 -1.0072
C 3.1391 -0.8042 -3.3935
H -0.3628 -3.2027 5.5204
H 1.3097 -3.5607 6.1988
H 1.6254 -4.2458 3.6635
H 0.6056 -1.2834 3.7794
H 2.2086 -1.6904 3.2521
H 1.5313 -2.3715 1.1940
H -2.9180 -3.0554 1.3831
H -3.2659 -2.6298 3.0683
H -0.8892 -4.4967 2.3582
H -1.1907 0.2732 2.0578
H -3.1393 -1.2387 0.3045
H -5.4873 0.7206 -1.2702
H -5.2982 -0.2784 0.1497
H -6.7556 2.1413 -0.0993
H -6.3710 1.3085 1.4403
H -5.3142 2.5840 0.8036
H -3.2568 2.2305 -2.2730
H -1.7459 1.3902 -2.0364
H -2.7379 -0.0159 -3.7138
H -4.3747 0.4661 -3.1990
H -3.5333 -0.7302 -2.2839
H -1.5227 -0.9945 -1.4680
H 0.8835 -0.3462 -0.0001
H 0.2442 0.3353 -1.4631
H 1.7141 1.5521 0.6614
H 1.2380 2.1399 -0.9616
H 1.3212 4.4749 -1.0759
H -0.3513 3.9260 -0.9744
H 0.8122 5.8461 1.0548
H -0.8891 5.4468 0.7397
H 0.5554 7.3305 -0.4589
H 0.1298 -4.4103 -1.7194
H -1.0473 -3.1095 -2.0982
H 0.7355 -1.6964 -2.9162
H -0.6187 -3.1687 -4.4772
H 1.1055 -3.1607 -5.0322
H 0.5161 -4.4953 -4.0998
H 2.3852 -3.7812 -1.7755
H 2.7316 -3.8348 -3.4897
H 4.3450 -2.4249 -2.7402
H 4.4130 -1.0552 -0.9088
H 3.6116 -2.5107 -0.3885
H 2.6801 -0.9659 -0.6840
H 4.0301 -0.5002 -3.9329
H 2.8736 0.0493 -2.7637
H 2.3196 -0.9229 -4.1012
C 5.2054 3.6715 -1.5759
C 4.2652 3.3213 -0.4052
C 5.1100 3.2495 0.8825
O 3.6798 2.1146 -0.6339
H 5.9717 2.9038 -1.7055
H 4.6437 3.7597 -2.5089
H 5.7189 4.6309 -1.4080
H 3.5925 4.2103 -0.2777
H 5.8743 2.4724 0.8061
H 4.4776 3.0296 1.7467
H 5.6223 4.2032 1.0830
*
```


This record from OMol25 describes one molecule with the formula C6H9N in a non-equilibrium geometry. The level of theory is wB97M-V/def2-TZVPD.

Output
Gap between HOMO and LUMO = 10.28 eV
Total energy = -7853.789 eV
SMILES string = C1[C@H]2[C@H]3C[C@H](C3)N12
ΔE to the lowest compared entry with this formula, charge and spin = 100.78 kcal/mol

```
! RIJCOSX wB97M-V def2-TZVPD def2/J DEFGRID3
* xyz 0 1
C 1.2627 0.9752 0.7058
C 0.0527 1.1302 -0.2618
C -0.3056 0.0439 -1.1871
C -1.4143 -0.6441 -0.3669
C -0.2083 -0.8064 0.6837
C 0.6112 -1.1320 -0.5972
N -0.1113 0.6125 1.1171
H 1.9287 1.8569 0.9964
H 2.0042 0.1234 0.5919
H -0.4842 2.0512 -0.1718
H -0.6774 0.3788 -2.2389
H -2.1747 0.1051 0.1280
H -1.8391 -1.5409 -0.7966
H -0.2117 -1.5024 1.5320
H 0.5090 -2.1457 -1.0550
H 1.7348 -1.0153 -0.6646
*
```


This record from OMol25 describes C39H38HfN2O2P2S5Sb as an isolated structure in a non-equilibrium geometry. The level of theory is wB97M-V/def2-TZVPD.

Output
Gap between HOMO and LUMO = 5.92 eV
Total energy = -128737.798 eV
ΔE to the lowest compared entry with this formula, charge and spin = 47.66 kcal/mol

```
! RIJCOSX wB97M-V def2-TZVPD def2/J DEFGRID3
* xyz -1 1
Hf -1.9567 0.2423 0.3844
C -1.6653 -2.0307 -3.7220
C -2.1877 -1.0464 -4.5511
C -2.2897 0.2404 -4.0771
C -1.8746 0.5456 -2.7712
N -1.4163 -0.4283 -1.9627
C -1.3160 -1.6627 -2.4398
C -1.8031 1.9037 -2.2354
C -1.9490 3.0248 -3.0635
C -1.7170 4.2913 -2.5701
C -1.2492 4.4430 -1.2725
C -1.1156 3.3349 -0.4559
C -1.4479 2.0359 -0.8698
H -1.5433 -3.0474 -4.0625
H -2.5041 -1.2893 -5.5548
H -2.6758 1.0138 -4.7224
H -0.9077 -2.3920 -1.7489
H -2.2345 2.9219 -4.1022
H -1.8601 5.1565 -3.2070
H -0.9939 5.4311 -0.9105
H -0.7101 3.4783 0.5412
N 1.3089 -0.7874 -0.0061
P 1.0359 0.9084 -0.0278
C 2.6985 1.3728 0.6313
C 2.7954 2.0780 1.8226
C 4.0398 2.4267 2.3241
C 5.1913 2.0731 1.6387
C 5.0999 1.3642 0.4506
C 3.8597 1.0152 -0.0503
C 1.4693 1.2712 -1.7694
C 1.3716 0.3673 -2.8182
C 1.5005 0.8046 -4.1252
C 1.7452 2.1416 -4.3929
C 1.8582 3.0450 -3.3468
C 1.7097 2.6145 -2.0460
P 0.1971 -1.9024 0.6638
C 1.1039 -3.4074 0.0372
C 2.4635 -3.5576 0.3060
C 3.1601 -4.6619 -0.1486
C 2.5056 -5.6484 -0.8687
C 1.1510 -5.5259 -1.1185
C 0.4575 -4.4148 -0.6658
C 0.7119 -2.2246 2.4026
C -0.0226 -3.2039 3.0692
C 0.2325 -3.4792 4.3966
C 1.2369 -2.7943 5.0617
C 1.9597 -1.8121 4.4075
C 1.6900 -1.5177 3.0816
H 2.2929 -1.0257 0.0975
H 1.8882 2.3358 2.3529
H 4.1159 2.9755 3.2531
H 6.1632 2.3478 2.0278
H 5.9983 1.0847 -0.0858
H 3.7912 0.4737 -0.9854
H 1.1755 -0.6771 -2.6092
H 1.3967 0.1011 -4.9418
H 1.8348 2.4821 -5.4154
H 2.0434 4.0885 -3.5535
H 1.7682 3.3118 -1.2194
H 2.9869 -2.8187 0.9001
H 4.2181 -4.7564 0.0602
H 3.0468 -6.5163 -1.2171
H 0.6310 -6.2940 -1.6714
H -0.6036 -4.3367 -0.8523
H -0.8303 -3.7094 2.5553
H -0.3706 -4.2112 4.9156
H 1.4318 -3.0060 6.1031
H 2.7242 -1.2580 4.9342
H 2.2123 -0.7083 2.5909
S -0.6027 0.8691 2.4773
Sb -4.2573 0.2644 2.8543
S -4.2388 1.1666 0.5496
S -1.8107 -0.6679 3.0820
S -5.4271 -1.6793 2.7617
C -3.8166 -3.8875 0.4051
O -3.9597 -2.9578 -0.6783
C -3.4194 -1.7575 -0.6081
O -2.6893 -1.5576 0.4626
H -4.2240 -4.8402 0.0711
H -4.3705 -3.5112 1.2691
H -2.7607 -4.0000 0.6680
C -3.7683 4.6321 1.9351
S -2.6279 3.2903 2.3730
C -1.4433 4.2334 3.3788
H -3.2204 5.4061 1.4069
H -4.2545 5.0318 2.8220
H -4.5016 4.1837 1.2754
H -1.9662 4.7194 4.1978
H -0.9309 4.9692 2.7620
H -0.7360 3.5021 3.7585
*
```


This record from OMol25 describes one molecule with the formula C4H11NO in a non-equilibrium geometry. The level of theory is wB97M-V/def2-TZVPD.

Output
Gap between HOMO and LUMO = 9.77 eV
Total energy = -7859.986 eV
SMILES string = CC(C)CON
ΔE to the lowest compared entry with this formula, charge and spin = 105.34 kcal/mol

```
! RIJCOSX wB97M-V def2-TZVPD def2/J DEFGRID3
* xyz 0 1
C -1.2758 -0.4532 0.8750
C 0.1148 0.1315 0.9157
C 0.1162 1.7164 0.3238
C 1.2455 -0.3737 0.1169
O 0.7064 -1.6089 -0.7426
N 0.2992 -1.1873 -2.0617
H -1.2291 -1.5425 0.9882
H -1.7546 -0.2712 -0.0926
H -1.9425 0.0269 1.5961
H 0.4256 0.2510 1.9578
H 1.0296 2.1767 -0.0591
H -0.1746 2.3620 1.1563
H -0.6539 1.7783 -0.4471
H 1.8089 0.2191 -0.6059
H 1.9844 -0.8462 0.7659
H -0.1304 -1.6967 -2.8359
H -0.5696 -0.6821 -1.8508
*
```